(1)
Entry from the Open Molecules 2025 dataset: a single C2H3N3O3 molecule (wB97M-V/def2-TZVPD).

Last column: Löwdin charge in e.
Positions of all 11 atoms, in Å:
O -2.619 0.568 -0.513  0.17
C 0.764 -0.095 -0.007  -0.39
H 3.300 1.412 -0.333  0.11
H -3.270 -0.064 -0.195  0.13
N 1.880 0.357 0.232  0.03
O -0.340 0.497 -0.626  0.15
O 2.421 1.215 -0.725  -0.05
C -1.490 -0.070 -0.260  -0.47
N -1.296 -1.100 0.516  0.14
H 0.522 -1.570 1.342  0.11
N 0.127 -1.151 0.569  0.07

Results
Electronic energy (Eh): -467.89043
Molecular weight (g mol⁻¹): 117.1
E_HOMO (eV): -8.305
Structure (SMILES): O/N=c1/[nH]nc(O)o1

---

(2)
Entry from the Open Molecules 2025 dataset: a molecular structure, C41H34BrGeN3O3SW (wB97M-V/def2-TZVPD).

Last column: Löwdin charge in e.
Positions of all 85 atoms, in Å:
C -2.684 3.869 1.574  -0.04
H 4.279 -1.038 -3.258  0.12
H 4.549 -3.381 0.317  0.12
S 2.542 1.061 0.754  1.08
C 0.026 0.544 -1.263  -0.43
H -0.350 -0.331 6.866  0.13
C -0.820 -0.674 3.549  -0.17
H -3.272 -1.713 -3.512  0.11
C -0.744 -1.045 4.877  0.03
C -3.257 0.386 -6.168  -0.05
H 0.194 1.977 6.065  0.11
C -2.085 1.084 -5.907  -0.06
C 3.337 -0.265 -0.111  -0.40
C -0.448 -4.875 -2.559  -0.05
H 4.911 -3.129 -2.108  0.12
O -1.188 -2.889 2.831  0.15
H -0.898 -5.676 -3.129  0.12
H 3.253 0.819 -1.964  0.11
N -1.779 4.467 0.715  0.15
H 3.795 0.276 5.418  0.12
O -1.029 -1.346 1.231  -0.23
N -1.288 2.358 0.725  -0.11
H 1.205 -2.024 -0.526  0.07
C 3.217 0.602 3.383  -0.09
C -0.222 1.463 4.027  -0.69
C 4.461 -2.320 -1.548  -0.04
C -0.953 3.553 0.212  -0.37
C -3.683 -0.620 -5.309  -0.05
H -0.128 4.604 -1.436  0.10
H -0.932 -2.075 5.143  0.13
H -3.453 4.421 2.084  0.14
H 1.007 4.276 -0.120  0.10
Ge -0.687 -0.710 -2.407  1.09
C 3.539 -0.104 -1.475  -0.08
W -0.672 0.410 0.357  1.63
H -1.755 1.864 -6.581  0.11
C -3.200 0.982 -1.308  -0.16
C -2.625 -0.004 -0.473  -0.34
C -2.373 2.564 1.584  -0.15
C 4.255 -2.465 -0.179  -0.05
H 1.751 -4.369 -0.028  0.11
H -2.847 1.748 2.101  0.12
C -5.348 -0.081 -1.237  -0.05
H -1.453 -3.324 -3.644  0.10
H 3.534 -1.531 1.618  0.12
H 0.693 -6.191 -1.318  0.12
C -1.331 0.780 -4.783  -0.10
C -1.035 -1.749 2.495  -0.51
C -3.472 -1.064 -0.100  -0.09
C 4.107 -1.146 -2.196  -0.05
C 5.486 2.216 3.208  -0.05
C -4.537 0.970 -1.652  -0.07
C 0.175 3.864 -0.695  0.02
H -3.842 0.626 -7.045  0.12
H 5.804 1.706 5.264  0.12
C 3.553 1.247 2.204  -0.40
H -0.419 1.330 -4.582  0.10
C 3.691 -1.435 0.551  -0.06
H -6.392 -0.107 -1.520  0.12
H 4.908 2.558 1.165  0.12
C 0.734 -2.818 -1.090  -0.12
C 4.672 2.058 2.097  -0.07
C -0.185 -2.528 -2.100  -0.30
C 4.037 0.773 4.488  -0.05
O 1.251 0.410 1.329  -0.66
H 6.364 2.844 3.145  0.12
H -1.730 5.453 0.509  0.18
C -2.933 -0.939 -4.188  -0.11
H -5.420 -1.944 -0.173  0.12
H -4.944 1.762 -2.268  0.12
C -0.116 1.200 5.382  -0.08
H -3.069 -1.880 0.485  0.10
N -0.610 0.584 3.121  0.03
C -4.804 -1.108 -0.477  -0.06
C 1.046 -4.134 -0.814  -0.05
C -0.411 -0.083 5.815  -0.01
Br 0.295 3.196 3.437  0.86
C 5.167 1.576 4.399  -0.04
C -1.757 -0.235 -3.930  -0.32
H -4.598 -1.159 -5.515  0.12
C -0.765 -3.553 -2.843  -0.09
H 2.330 -0.017 3.433  0.10
H 0.511 2.962 -1.199  0.04
H -2.583 1.797 -1.675  0.10
C 0.449 -5.161 -1.544  -0.04

Results
Electronic energy (Eh): -7088.44841
Net charge: +2
Molecular weight (g mol⁻¹): 985.2
E_HOMO (eV): -13.804

---

(3)
Entry from the Open Molecules 2025 dataset: a single C5H3NO molecule (wB97M-V/def2-TZVPD).

Last column: Löwdin charge in e.
Positions of all 10 atoms, in Å:
C -0.550 0.212 1.904  -0.18
C 0.663 0.243 -1.485  -0.03
O -0.044 -1.043 -1.431  0.00
C 0.574 0.796 -0.268  -0.04
N -0.823 0.493 2.992  0.15
C -0.193 -0.071 0.562  -0.25
H -1.033 -2.047 0.237  0.15
H 1.001 1.737 0.033  0.12
H 0.918 0.849 -2.378  0.14
C -0.512 -1.170 -0.166  -0.06

Results
Electronic energy (Eh): -322.27159
Molecular weight (g mol⁻¹): 93.1
E_HOMO (eV): -9.670
Structure (SMILES): N#Cc1ccoc1